1.
{"formula": "C6H6O4", "method": "the ωB97M-V functional and the def2-TZVPD basis", "species": ["C", "C", "C", "C", "C", "C", "O", "O", "O", "O", "H", "H", "H", "H", "H", "H"], "xyz": [[-0.11384, 1.05470, -0.11006], [2.25078, 0.37084, -0.60521], [-1.42900, 0.36022, 0.47775], [-1.13650, -1.16896, 0.27726], [0.27248, -1.36450, 0.07842], [0.95960, 0.10966, 0.03165], [-0.02296, 2.22074, -0.42290], [2.08806, 0.48162, 0.82416], [-0.56845, -1.47279, -1.00176], [-2.67940, 0.81466, 0.25193], [2.89863, -0.40219, -0.80711], [2.33219, 1.23007, -1.25445], [-1.07396, 0.62681, 1.52444], [-1.75583, -1.70462, 0.96847], [0.83476, -2.20013, 0.44806], [-2.85656, 1.04389, -0.68065]], "homo_ev": -9.633, "smiles": "O=C1[C@@H](O)[C@H]2O[C@H]2[C@@]12CO2", "fmax_ev_per_a": 4.13}



2.
{"formula": "C6H6S", "method": "the ωB97M-V functional and the def2-TZVPD basis", "species": ["C", "C", "C", "C", "C", "C", "H", "H", "H", "H", "H", "H", "S"], "xyz": [[0.61409, 1.16869, 0.05007], [1.46974, 0.05434, -0.10972], [0.72009, -1.01785, -0.56856], [-0.72579, -1.07497, -0.49296], [-1.46202, -0.09139, 0.14180], [-0.54241, 0.71771, 0.91768], [0.22456, 1.49438, -0.94395], [2.53085, 0.10177, -0.28277], [1.21680, -1.90782, -0.97770], [-1.22224, -1.88573, -0.99908], [-2.54577, -0.09713, 0.29715], [-0.19511, 0.09772, 1.74612], [-0.08280, 2.44029, 1.22191]], "homo_ev": -8.779, "smiles": "C1=C[C@@H]2S[C@H]2C=C1", "fmax_ev_per_a": 3.95}



3.
{"formula": "C6H6S", "method": "the ωB97M-V functional and the def2-TZVPD basis", "species": ["C", "C", "C", "C", "C", "C", "H", "H", "H", "H", "H", "H", "S"], "xyz": [[-0.55970, -0.00245, -0.04754], [0.54527, 0.52523, 0.94302], [1.07710, 1.30434, -0.27577], [0.55886, 0.07718, -1.05811], [1.41823, -1.05674, -0.46567], [1.49350, -0.67278, 0.82044], [0.29937, 1.06410, 1.83992], [0.46587, 2.18802, -0.44583], [2.15689, 1.55260, -0.28661], [0.34891, 0.06016, -2.09649], [1.89844, -1.91716, -0.90720], [1.94180, -1.23134, 1.60708], [-2.14442, -0.17281, 0.04943]], "homo_ev": -8.546, "fmax_ev_per_a": 1.63}



DFT total energy across the listed records, respectively: -533.055992 -630.290137 -630.308978 Eh.
Orbital gap across the listed records, respectively: 0.3749 0.3299 0.3265 Ha.